No. 1
DFT (ωB97M-V/def2-TZVPD) results for a 3-piece molecular cluster, C26H63N2O10P3 overall at a distorted geometry.

The geometry in XYZ format:
```
104
Properties=species:S:1:pos:R:3:forces:R:3:lowdin_charge:R:1
C 5.1580 -3.6924 2.9705 0.152 -0.234 0.529 -0.13
O 4.9921 -2.4299 2.3020 -0.697 -0.856 0.387 -0.23
C 3.6067 -2.0375 2.2669 0.212 0.374 0.041 -0.24
C 3.5028 -0.8188 1.2685 -0.575 -0.167 -0.152 -0.17
C 2.0917 -0.1074 1.3835 0.256 -0.205 0.095 -0.20
C 1.7750 0.4475 2.8653 -0.763 -0.038 -1.433 -0.19
C 0.3234 -0.0657 3.2393 -0.340 1.051 0.320 -0.25
C -0.0357 0.0160 4.7767 0.329 -0.933 0.154 -0.22
C -1.3199 -0.8376 5.1896 0.196 1.043 0.437 -0.27
C -2.6677 -0.3553 4.5117 -1.231 -1.215 0.531 -0.38
P -2.8966 -0.9913 2.7308 1.165 0.737 -0.235 0.96
C -4.4583 -0.1782 2.0588 -0.510 0.362 0.232 -0.36
C -4.4154 0.0382 0.4609 -0.320 0.270 0.990 -0.32
N -3.5563 -0.9543 -0.2390 -1.191 0.305 -0.204 -0.04
C -3.0873 -2.8574 2.9240 -0.062 -0.682 -0.551 -0.32
C -4.3041 -3.4696 2.1149 1.580 -1.368 1.025 -0.42
O -5.5007 -3.3228 2.8883 0.079 0.182 -0.573 -0.07
C -4.0189 -5.0286 1.8807 -0.997 1.061 -0.298 -0.24
N -3.1224 -5.2772 0.7102 -0.570 -0.021 0.555 -0.02
H 5.2853 -4.5355 2.2216 -0.128 0.940 0.837 0.09
H 4.2725 -3.9316 3.6434 0.948 0.288 -0.811 0.09
H 6.0651 -3.6236 3.6479 -0.937 -0.144 -0.946 0.09
H 2.9588 -2.9218 1.9682 0.601 1.059 -0.023 0.13
H 3.3069 -1.7828 3.3304 0.144 -0.034 -1.133 0.12
H 4.3433 -0.0770 1.4291 -0.858 -0.961 0.071 0.11
H 3.6170 -1.2372 0.2200 -0.023 0.530 1.156 0.12
H 1.3214 -0.8750 1.0526 0.728 0.916 0.608 0.11
H 1.9770 0.7481 0.6449 0.413 -1.036 0.778 0.09
H 1.7553 1.5768 2.7416 0.109 -1.269 0.619 0.10
H 2.5699 0.1637 3.6079 -0.830 0.229 -0.709 0.10
H -0.4121 0.6124 2.7003 0.827 -0.957 0.419 0.09
H 0.1309 -1.0970 2.8131 0.351 1.039 0.727 0.09
H 0.8437 -0.4073 5.3623 -0.956 0.440 -0.598 0.11
H -0.1471 1.0842 5.1458 -0.005 -1.160 -0.637 0.12
H -1.4449 -0.6772 6.3093 0.097 -0.268 -1.254 0.10
H -1.1509 -1.9536 5.0645 -0.174 1.322 -0.163 0.10
H -2.8327 0.7568 4.5234 0.482 -0.986 0.005 0.08
H -3.5135 -0.8138 5.1270 0.886 0.716 -0.549 0.08
H -4.4929 0.8614 2.5212 0.038 -1.279 -0.347 0.08
H -5.3945 -0.7136 2.3823 0.823 0.490 -0.432 0.07
H -5.5022 -0.0143 0.1353 1.269 0.211 0.114 0.10
H -4.0253 1.0759 0.2435 -0.444 -1.135 0.304 0.10
H -3.0853 -0.4855 -1.0188 -0.242 -0.513 0.274 0.06
H -4.2043 -1.6522 -0.6276 0.737 0.340 -0.144 0.06
H -2.1465 -3.3203 2.4814 -1.006 0.672 0.486 0.08
H -3.1077 -3.2172 4.0032 -0.253 0.482 -1.118 0.09
H -4.3611 -3.0010 1.0960 -0.518 -0.125 1.175 0.11
H -5.3455 -3.6698 3.7831 0.134 0.165 -0.530 0.10
H -3.5942 -5.4127 2.8553 -0.421 0.030 -1.135 0.11
H -5.0340 -5.4792 1.6432 1.079 0.370 0.748 0.12
H -3.5467 -6.0646 0.2099 0.535 0.540 -0.040 0.06
H -3.1133 -4.4601 0.0868 -0.070 -0.532 0.309 0.06
C -2.1108 -5.2698 -5.7757 -0.089 -0.051 -0.034 -0.08
C -1.2953 -4.0198 -5.5059 0.291 -0.279 0.085 -0.29
O -1.9535 -2.8442 -5.9620 -0.701 -0.448 0.315 -0.24
P -3.3966 -2.4346 -5.2638 5.053 5.587 -4.369 0.72
O -2.8528 -2.0869 -3.8753 -3.135 -3.102 0.301 -0.22
O -3.5426 -0.8563 -5.7571 -0.802 -0.680 0.175 -0.26
C -4.0381 0.1181 -4.8368 0.270 0.317 0.183 -0.29
C -2.9022 0.9958 -4.3457 0.175 0.085 0.019 -0.08
O -4.2397 -2.9228 -6.6615 -0.875 -1.563 3.525 -0.25
C -4.0780 -2.3250 -7.9498 -0.143 0.342 -1.012 -0.28
C -2.9381 -2.9112 -8.7601 0.459 -0.016 0.219 -0.07
H -3.0441 -5.2634 -5.2014 0.036 -0.042 0.040 0.07
H -1.5480 -6.1644 -5.4997 -0.043 0.067 0.044 0.08
H -2.3836 -5.3414 -6.8292 0.057 0.016 0.036 0.07
H -1.0656 -3.9289 -4.4405 -0.041 0.040 -0.017 0.11
H -0.3453 -4.0816 -6.0412 -0.088 0.175 -0.031 0.12
H -4.5568 -0.3594 -4.0026 0.124 0.011 -0.018 0.10
H -4.7741 0.7307 -5.3653 0.045 -0.131 -0.095 0.12
H -2.0537 0.4024 -3.9974 -0.209 -0.091 0.060 0.07
H -3.2344 1.6404 -3.5278 -0.009 0.011 -0.074 0.07
H -2.5307 1.6259 -5.1562 -0.071 0.020 0.023 0.08
H -3.9999 -1.2401 -7.9059 0.093 -0.101 0.339 0.11
H -5.0112 -2.5332 -8.4814 -0.065 -0.162 0.296 0.12
H -1.9697 -2.5468 -8.4157 -0.069 -0.055 0.041 0.07
H -3.0336 -2.6203 -9.8099 -0.188 -0.009 0.086 0.08
H -2.9269 -4.0016 -8.6992 -0.097 0.067 -0.065 0.07
C 4.1130 2.9424 -0.4790 0.093 -0.049 -0.015 -0.08
C 3.1393 3.9534 0.0952 -0.261 -0.266 -0.159 -0.29
O 3.7839 4.8883 0.9505 0.603 -0.063 -0.573 -0.24
P 4.9271 5.8900 0.2964 -4.108 1.632 7.370 0.72
O 3.9858 6.7193 -0.5813 3.211 -1.866 -2.366 -0.22
O 5.0644 7.0407 1.4853 0.768 -0.357 -0.623 -0.26
C 5.1910 8.4148 1.1146 -0.342 0.302 0.044 -0.30
C 3.8891 9.1471 1.3789 -0.182 0.049 0.089 -0.08
O 6.1697 5.0007 1.0507 -0.002 0.519 -3.881 -0.25
C 6.3208 4.8683 2.4656 0.378 -0.164 0.973 -0.28
C 5.5127 3.7336 3.0657 -0.495 -0.012 -0.101 -0.07
H 4.8421 3.4269 -1.1381 -0.045 -0.022 -0.047 0.07
H 3.5830 2.1827 -1.0583 0.026 0.074 -0.007 0.08
H 4.6765 2.4464 0.3123 -0.072 0.008 -0.007 0.06
H 2.6114 4.4811 -0.7044 0.041 0.038 0.026 0.11
H 2.3882 3.4356 0.6968 0.072 0.142 0.105 0.11
H 5.4935 8.5122 0.0700 -0.127 -0.029 0.049 0.10
H 5.9884 8.8513 1.7230 -0.002 -0.171 0.027 0.12
H 3.0338 8.6180 0.9536 0.197 0.003 -0.150 0.07
H 3.9176 10.1552 0.9581 0.023 -0.031 0.055 0.08
H 3.7070 9.2234 2.4528 0.066 0.039 -0.017 0.07
H 6.1333 5.7982 2.9998 -0.176 0.056 -0.316 0.11
H 7.3806 4.6462 2.6210 -0.006 0.013 -0.338 0.12
H 4.4571 3.9930 3.1537 0.056 -0.016 -0.078 0.07
H 5.8710 3.5082 4.0741 0.155 0.069 -0.112 0.08
H 5.5860 2.8287 2.4584 0.102 0.045 0.072 0.07
```
Positions in Å, forces in eV/Å.

Output
structure (SMILES): COCCCCCCCCP(CCN)C[C@H](O)CN.CCOP(=O)(OCC)OCC.CCOP(=O)(OCC)OCC
charge: 0
highest occupied orbital energy: -0.26725 Eh

No. 2
DFT (ωB97M-V/def2-TZVPD) results for a 4-piece molecular cluster, C26H64ClNO13P3Si overall at a distorted geometry.

The geometry in XYZ format:
```
109
Properties=species:S:1:pos:R:3:forces:R:3:lowdin_charge:R:1
C -6.1758 0.4996 -5.8688 -0.112 0.604 0.288 -0.18
C -5.4602 1.9630 -6.1892 0.139 -1.482 -0.561 -0.65
Cl -5.9499 3.1277 -4.7978 -0.013 -0.702 -1.304 0.41
C -3.8158 1.9016 -6.1863 0.181 0.371 1.822 -0.36
N -3.3646 1.7642 -4.7170 0.599 -1.585 -1.671 -0.23
C -2.3047 0.6930 -4.5828 -0.298 1.712 -0.285 -0.34
C -1.9302 0.3170 -3.0060 1.449 -0.530 -1.971 -0.27
O -2.8947 -0.6113 -2.3967 -0.225 2.357 1.905 -0.29
Si -3.6726 0.0644 -0.9736 -0.829 -0.549 -0.783 0.45
C -2.6761 -0.1894 0.6767 0.154 -0.444 1.235 -0.23
C -5.3384 -0.9526 -0.7495 -0.004 -1.341 -0.344 -0.23
C -4.0829 1.9437 -1.0798 0.999 1.603 0.044 -0.22
H -5.8000 -0.3487 -6.6191 -0.790 1.963 1.600 0.08
H -7.3560 0.6331 -5.9450 2.514 -0.351 0.031 0.07
H -5.9289 0.2082 -4.7593 -0.259 0.509 -2.262 0.06
H -5.9307 2.3757 -7.1825 0.971 -0.523 1.944 0.09
H -3.4041 1.0467 -6.8714 -1.012 1.171 0.950 0.09
H -3.4292 2.9197 -6.6555 -0.797 -1.717 0.593 0.07
H -2.5871 -0.2410 -5.2310 0.694 0.936 1.366 0.09
H -1.3041 1.1384 -5.0440 -1.044 -1.159 0.866 0.08
H -0.8946 -0.2728 -3.0718 -2.044 1.157 0.241 0.11
H -1.7077 1.2834 -2.3852 -0.746 -1.579 -1.095 0.10
H -2.8947 -1.2788 1.1123 0.760 2.207 -0.982 0.04
H -1.5137 -0.0074 0.5371 -2.405 -0.388 0.489 0.03
H -3.1314 0.5541 1.4921 1.176 -1.435 -1.762 0.05
H -6.0046 -0.8883 -1.7325 1.265 -0.010 2.279 0.05
H -5.9154 -0.6699 0.2284 0.922 -0.369 -1.961 0.04
H -5.0207 -2.0943 -0.6297 -0.748 2.252 -0.269 0.04
H -3.2663 2.5064 -0.4165 -1.635 -1.062 -1.295 0.04
H -3.9173 2.3484 -2.1824 -0.719 -0.838 2.020 0.03
H -5.1223 2.2510 -0.6199 1.954 -0.755 -1.118 0.05
O 4.3711 -1.1519 2.6036 -2.619 -2.494 -2.918 -0.24
P 2.9009 -1.3331 3.0540 2.676 5.437 7.538 0.73
O 2.6330 0.2804 3.3127 -0.107 -0.096 -0.688 -0.24
C 2.4587 1.1215 2.1858 -0.110 0.434 -0.119 -0.30
C 1.1869 0.7975 1.4266 -0.133 -0.047 -0.003 -0.09
O 3.2831 -1.7447 4.6253 -0.547 -1.191 -0.785 -0.23
C 4.5799 -2.2526 4.9240 0.422 0.080 -0.037 -0.31
C 5.5574 -1.1280 5.2385 0.082 0.128 0.381 -0.08
O 1.2582 -1.5356 3.5573 1.059 -1.919 -3.027 -0.20
C 0.4666 -2.3959 2.7476 -0.680 -0.397 -0.134 -0.31
C 1.1255 -3.7330 2.4649 -0.140 -0.102 0.261 -0.08
H 3.3316 1.0539 1.5286 0.004 0.014 0.018 0.11
H 2.4025 2.1496 2.5572 0.086 -0.179 0.119 0.12
H 1.2935 -0.1526 0.8948 -0.040 -0.040 -0.124 0.07
H 0.9639 1.5694 0.6857 0.037 -0.099 0.017 0.09
H 0.3342 0.7025 2.1071 0.158 0.102 -0.080 0.08
H 4.9408 -2.8872 4.1052 -0.006 0.270 0.119 0.10
H 4.4880 -2.9044 5.8002 -0.230 0.133 -0.054 0.10
H 5.4785 -0.2866 4.5514 -0.045 -0.218 -0.214 0.07
H 6.5877 -1.4974 5.2192 -0.102 0.027 0.026 0.08
H 5.3573 -0.7195 6.2363 0.037 -0.146 -0.100 0.08
H 0.2290 -1.8881 1.8107 -0.160 -0.026 -0.041 0.09
H -0.4765 -2.5603 3.2782 0.131 0.151 0.018 0.13
H 2.0633 -3.6094 1.9142 0.085 0.051 -0.155 0.07
H 0.4630 -4.3635 1.8630 0.145 0.089 0.050 0.09
H 1.3615 -4.2533 3.3966 -0.045 0.015 -0.049 0.08
O -2.2194 6.1317 -9.6826 4.571 -0.915 0.211 -0.24
P -1.4177 7.1046 -8.7837 -8.915 3.952 1.614 0.73
O -2.4323 6.9628 -7.4827 0.639 -0.321 -0.208 -0.24
C -2.3686 5.7788 -6.7071 -0.246 -0.400 0.525 -0.30
C -1.0447 5.6467 -5.9799 0.132 0.014 0.122 -0.08
O -2.0900 8.4864 -9.4343 1.480 -0.138 -0.417 -0.23
C -2.6743 8.4405 -10.7325 -0.272 -0.193 -0.223 -0.31
C -4.1446 8.0495 -10.6658 -0.295 0.256 0.015 -0.08
O -0.5218 8.1916 -7.7794 2.227 -2.373 -1.839 -0.21
C 0.8872 8.0000 -7.7663 0.518 0.275 0.193 -0.32
C 1.4954 7.9022 -9.1529 0.052 0.283 -0.022 -0.09
H -2.5530 4.9050 -7.3404 -0.021 0.047 0.086 0.09
H -3.1778 5.8317 -5.9719 0.033 0.046 -0.222 0.13
H -0.2444 5.4107 -6.6876 0.134 -0.085 -0.050 0.06
H -1.0811 4.8432 -5.2400 -0.063 -0.009 -0.137 0.08
H -0.7763 6.5810 -5.4757 -0.123 -0.099 -0.039 0.08
H -2.1045 7.7680 -11.3856 -0.235 0.026 0.186 0.10
H -2.5881 9.4409 -11.1714 0.086 -0.009 0.261 0.11
H -4.3380 7.2227 -9.9835 0.261 -0.109 -0.105 0.07
H -4.5150 7.7749 -11.6586 0.031 0.046 0.086 0.07
H -4.7441 8.8896 -10.2955 0.116 -0.060 -0.114 0.07
H 1.1218 7.1037 -7.1887 0.114 -0.018 0.087 0.09
H 1.3237 8.8530 -7.2372 -0.171 -0.046 -0.001 0.12
H 1.0981 7.0451 -9.7055 0.000 -0.151 -0.002 0.07
H 2.5816 7.7834 -9.0839 -0.147 -0.027 -0.052 0.08
H 1.2724 8.7982 -9.7378 0.036 -0.048 0.060 0.08
O 4.2897 -5.7162 10.2188 2.574 -0.935 -3.779 -0.24
P 3.6457 -6.7311 9.2427 -7.334 0.075 6.491 0.73
O 2.2041 -5.9239 9.1312 0.417 0.325 -0.521 -0.24
C 2.1541 -4.7429 8.3499 -0.312 0.301 -0.118 -0.29
C 2.3715 -5.0271 6.8765 -0.013 -0.059 -0.183 -0.08
O 3.1989 -7.8107 10.4341 1.143 -0.456 -0.997 -0.23
C 3.8696 -7.7892 11.6905 0.141 0.218 0.384 -0.30
C 3.2037 -6.8204 12.6585 -0.279 -0.113 0.268 -0.08
O 2.9262 -7.8650 8.1521 3.499 0.991 -0.888 -0.20
C 3.7420 -8.2750 7.0619 0.077 -0.484 -0.509 -0.32
C 5.1309 -8.7186 7.4814 -0.103 -0.283 0.029 -0.09
H 2.8873 -4.0181 8.7182 -0.025 0.003 -0.005 0.11
H 1.1596 -4.3074 8.4882 0.113 -0.150 0.131 0.12
H 3.4169 -5.2909 6.6906 0.099 0.018 -0.088 0.06
H 2.1373 -4.1499 6.2682 0.084 0.004 0.047 0.07
H 1.7533 -5.8664 6.5409 0.018 0.152 0.107 0.09
H 4.9333 -7.5591 11.5531 -0.282 0.101 0.059 0.10
H 3.8257 -8.8014 12.1081 -0.144 0.047 -0.246 0.11
H 2.9387 -5.8691 12.1988 0.262 -0.026 -0.146 0.07
H 3.8564 -6.6229 13.5149 -0.073 -0.040 -0.079 0.08
H 2.2641 -7.2440 13.0329 0.179 -0.016 -0.024 0.08
H 3.8099 -7.4601 6.3385 0.003 -0.018 -0.152 0.09
H 3.2280 -9.1067 6.5696 -0.071 0.125 0.128 0.13
H 5.6848 -7.9042 7.9589 0.074 0.150 -0.019 0.07
H 5.7043 -9.0485 6.6090 -0.035 0.079 0.148 0.08
H 5.0747 -9.5394 8.2008 -0.005 0.045 -0.083 0.09
```
Positions in Å, forces in eV/Å.

Output
charge: -1
highest occupied orbital energy: -0.07952 Eh